# 1
{
  "formula": "C19H29AsBLaN8O2",
  "method": "the ωB97M-V functional and the def2-TZVPD basis",
  "homo_lumo_gap_ev": [8.8, 7.8],
  "charge": 3,
  "multiplicity": 2,
  "lumo_ev": [-8.10, -9.61],
  "species": ["La", "As", "O", "O", "N", "N", "N", "N", "N", "N", "N", "N", "C", "C", "C", "C", "C", "C", "C", "C", "C", "C", "C", "C", "C", "C", "C", "C", "C", "C", "C", "B", "H", "H", "H", "H", "H", "H", "H", "H", "H", "H", "H", "H", "H", "H", "H", "H", "H", "H", "H", "H", "H", "H", "H", "H", "H", "H", "H", "H", "H"],
  "positions_angstrom": [[-0.49707, -0.20263, 0.53772], [0.11214, 2.30405, 3.29641], [-0.28396, 1.54084, 1.83522], [-0.73772, -1.48400, 2.53476], [-2.48267, -1.48616, -3.69276], [-2.85749, -2.74924, -3.42125], [-2.04885, -1.93736, -1.42807], [-1.04683, -2.34676, -0.59125], [-0.29056, -0.64148, -2.72790], [0.50921, -0.21594, -1.70893], [-2.39148, 0.49819, -2.04091], [-2.16982, 0.91885, -0.76289], [1.72843, -0.35604, -3.58724], [-1.55357, 2.77904, 4.20108], [1.13865, 1.07429, 4.41306], [-2.65752, 2.16303, -0.68603], [0.43245, -0.73567, -3.86172], [1.13786, 3.89860, 2.87226], [-3.36190, -2.36416, -5.52051], [-2.52040, -2.68146, 3.62889], [-1.41019, -3.63241, 3.17608], [1.72823, -0.04577, -2.22969], [-2.78158, -1.23130, -4.97079], [-2.09806, -1.33138, 3.03309], [-3.20054, 2.55121, -1.90737], [-3.00449, 1.47059, -2.73945], [-0.20714, -2.70664, 3.10706], [-2.70131, -3.09749, -2.02319], [-0.93114, -3.69119, -0.70138], [-3.40404, -3.30635, -4.50233], [-1.82387, -4.22912, -1.57892], [-1.79981, -0.82989, -2.50334], [-3.71544, -2.49603, -6.52506], [-3.79188, -4.30628, -4.52082], [1.99790, 0.68374, 3.86230], [-2.38088, 2.22552, 3.75274], [2.09565, 3.62171, 2.42636], [0.50743, 0.25209, 4.75993], [-1.49307, 2.55297, 5.26726], [-2.55873, -2.62096, 4.71563], [2.55092, 0.28342, -1.61715], [-1.95087, -5.25843, -1.84543], [-2.57953, -0.28073, -5.42719], [2.55630, -0.30711, -4.26622], [0.18042, -2.49262, 4.11062], [0.56249, 4.49539, 2.15913], [1.31761, 4.48937, 3.77220], [0.60464, -3.06323, 2.46554], [-0.17067, -4.21487, -0.14739], [0.00832, -1.06247, -4.79220], [-2.73292, -1.03650, 2.17639], [-1.26549, -4.45409, 3.87073], [-3.71105, -3.25057, -1.59241], [-3.27452, 1.34880, -3.76794], [1.50169, 1.62364, 5.28393], [-1.63150, -4.04053, 2.19002], [-1.74119, 3.84874, 4.08466], [-2.61399, 2.71504, 0.23775], [-3.66040, 3.48484, -2.15627], [-2.10972, -0.54011, 3.79632], [-3.49919, -2.99509, 3.27211]],
  "lowdin_spin": [0.00, 0.00, 0.00, 0.00, 0.00, 0.02, 0.18, 0.38, 0.00, 0.01, 0.00, 0.00, 0.00, 0.00, 0.00, 0.00, 0.00, 0.00, 0.00, 0.00, 0.00, 0.00, 0.00, 0.00, 0.00, 0.00, 0.00, 0.06, 0.00, 0.00, 0.27, 0.02, 0.00, 0.00, 0.00, 0.00, 0.00, 0.00, 0.00, 0.00, 0.00, 0.01, 0.00, 0.00, 0.00, 0.00, 0.00, 0.00, -0.01, 0.00, 0.00, 0.00, 0.03, 0.00, 0.00, 0.00, 0.00, 0.00, 0.00, 0.00, 0.00]
}

---

# 2
{
  "formula": "C6H12N3O",
  "method": "the ωB97M-V functional and the def2-TZVPD basis",
  "homo_lumo_gap_ev": [7.4, 7.4],
  "charge": 1,
  "lumo_ev": [-3.96, -3.96],
  "species": ["O", "N", "N", "N", "C", "C", "C", "C", "C", "C", "H", "H", "H", "H", "H", "H", "H", "H", "H", "H", "H", "H"],
  "positions_angstrom": [[-0.82165, -0.80656, 0.85415], [2.39261, -1.71302, -0.48272], [-1.40891, -1.26777, -1.33274], [-0.62109, 0.84195, -1.00824], [0.05627, 1.85260, -0.68624], [1.83090, -0.72722, -0.10656], [1.02506, 1.65757, 0.44177], [-0.55640, -0.38216, -0.39490], [2.10610, 0.61904, 0.15616], [-2.08364, -0.36740, 1.42426], [2.86491, 0.97248, -0.59356], [-2.49838, 0.29748, 0.72575], [-2.38212, -1.10804, -0.99614], [2.12430, -2.61761, -0.40242], [0.23950, 2.66703, -1.39631], [0.36223, 1.32033, 1.31312], [-1.20323, -2.22657, -1.01392], [-1.88741, 0.21631, 2.24140], [-2.64345, -1.21750, 1.70320], [1.63824, 2.55572, 0.79248], [2.79093, 0.54774, 1.06608], [-1.32475, -1.11443, -2.30461]],
  "mulliken_charge": [-0.33, -0.42, -0.15, -0.43, -0.20, 0.59, -0.36, -0.26, -0.51, -0.92, 0.34, 0.50, 0.38, 0.27, 0.39, 0.14, 0.38, 0.31, 0.27, 0.35, 0.33, 0.32]
}

---

Calculated values (hartree) of E_tot for the records, taken in order: -3621.38023 -474.90987.
Calculated values (eV) of relative energy (zero: lowest compared OMol25 entry of this formula, charge and spin) for the records, taken in order: 0.000 6.561.